Entry 1:
The following is a DFT calculation (wB97M-V/def2-TZVPD) of a 8-piece molecular cluster, C19H33F5N14O11S overall.

```
! wB97M-V def2-TZVPD RIJCOSX def2/J DEFGRID3
* xyz 0 1
O 1.167 2.450 1.795
N 2.840 4.749 9.052
C 2.420 -0.141 -0.241
H 0.125 4.297 7.384
C -4.326 1.851 0.729
N 0.716 4.561 8.152
N -3.441 -7.689 -6.626
H -3.031 -9.995 -7.602
O -4.841 -0.591 1.631
N -2.420 0.257 -4.095
N 0.317 1.278 6.558
C -0.026 0.517 1.132
C 2.222 1.116 0.157
H -3.882 -7.804 -7.519
O 2.533 3.981 6.939
C -2.707 -8.667 -6.017
F -2.576 1.868 -0.875
O -2.181 -8.509 -4.927
H -1.469 -6.185 -4.137
H 3.831 4.642 8.950
O 4.296 4.346 -0.578
F -4.580 2.247 -1.607
C -1.271 0.934 1.582
C -2.142 -1.283 1.062
H 2.158 2.419 5.272
H 5.831 4.887 1.290
O 1.886 -2.380 0.308
C 2.061 4.405 7.982
H 2.471 5.098 9.915
C -0.882 -1.700 0.670
C 0.219 1.661 5.242
H 3.223 -0.405 -0.918
F -3.698 2.976 1.127
C 1.127 1.458 1.096
C 3.957 4.763 0.519
F -5.653 2.053 0.757
C 0.168 -0.798 0.697
N 2.651 4.962 0.849
S -3.956 0.488 1.958
C -2.314 0.023 1.515
H -2.081 -1.979 -5.214
H 1.963 4.732 0.158
H 1.967 -5.037 -2.345
C -3.864 1.533 -0.722
H -1.214 -2.743 -3.913
O -0.802 1.482 4.595
H -2.819 0.234 -5.013
H 2.347 5.259 1.756
N 1.329 2.255 4.732
C 1.532 -1.225 0.251
F -4.004 0.236 -0.992
H 1.684 -6.720 -2.631
N -0.581 -6.412 -3.734
H 2.530 4.317 -3.810
H 4.607 5.364 2.416
O -4.011 1.114 3.242
H -0.479 0.828 6.966
H -2.492 1.096 -3.551
H -3.548 -6.819 -6.140
N 1.383 -5.768 -2.706
N 3.164 3.764 -3.267
C 0.193 -5.399 -3.266
H 1.412 2.363 -4.462
H 2.870 1.910 -0.202
O 3.870 1.729 -2.551
H -0.699 -2.704 0.312
H -2.991 -1.948 1.000
O -1.299 -0.745 -2.399
H -1.400 1.947 1.939
H 1.142 1.430 7.108
H 3.872 4.219 -2.711
O -0.139 -4.221 -3.329
H 0.299 4.903 8.996
H 1.979 0.836 -3.886
C -1.769 -0.813 -3.522
N -1.690 -1.932 -4.293
C 3.094 2.402 -3.207
H -2.077 -10.578 -6.284
N 4.864 5.041 1.503
H 1.277 2.561 3.775
N -2.606 -9.840 -6.709
H -0.329 -7.381 -3.691
N 2.070 1.834 -3.924
*
```

Output
LUMO level   -0.6 eV
Frontier orbital gap   0.31343 Ha
Strongest force on any atom   0.008 Eh/bohr
Highest occupied orbital energy   -9.1030 eV
Molecular weight   760.62 g mol⁻¹
SMILES string   O=C1C=CC(=O)c2cc(S(=O)(=O)C(F)(F)C(F)(F)F)ccc21.NC(N)=O.NC(N)=O.NC(N)=O.NC(N)=O.NC(N)=O.NC(N)=O.NC(N)=O

---

Entry 2:
The following is a DFT calculation (wB97M-V/def2-TZVPD) of C51H55BiN7O2SSe as an isolated structure.

```
! wB97M-V def2-TZVPD RIJCOSX def2/J DEFGRID3
* xyz 1 1
H -2.433 -2.634 -1.261
C -3.399 1.379 1.733
C 1.299 1.421 1.130
H 0.964 -1.754 -5.261
H -6.017 2.781 3.507
C -1.547 1.252 0.218
H 3.916 1.984 5.418
H 5.835 -0.490 -4.423
C 1.047 1.752 -4.734
H 3.192 3.384 6.202
H 4.076 -1.708 4.017
H 5.290 0.922 -6.422
C -1.471 2.826 -4.764
H -5.525 3.102 1.838
H 0.122 -5.037 0.721
H -0.052 3.432 4.494
H 5.435 -2.275 3.050
H 0.514 2.959 2.394
C 5.035 -0.810 0.823
H 5.349 -0.579 3.516
H -3.191 -0.857 -2.869
C -3.369 3.097 3.590
C 0.662 2.558 -5.803
H -3.158 0.493 4.334
H 1.344 4.401 3.986
H -6.150 1.513 2.293
Bi 0.752 -0.359 -1.801
H 1.184 1.894 6.763
H 1.870 0.539 5.860
N 0.498 -2.584 -3.440
N 3.665 2.512 -7.877
H 2.791 -2.405 0.550
O -1.432 -0.420 -1.495
C 4.752 -1.437 3.203
C -4.165 0.782 4.022
C -0.622 3.105 -5.809
H -0.345 -0.920 3.438
H -4.724 -1.739 -2.976
H 0.996 4.171 5.699
H -1.682 2.661 1.822
H 5.735 -1.639 0.687
C -0.818 -4.576 -3.454
C -0.892 -4.538 -4.837
Se 0.158 1.933 -0.319
H -1.287 -5.354 -2.869
H -1.433 -5.302 -5.378
H -0.075 -0.765 1.009
C 1.871 2.433 4.772
C -4.132 -1.308 -0.945
C 3.998 -1.175 1.897
C 0.987 3.680 4.725
S 2.772 3.469 -8.818
H -6.135 -0.546 -0.494
C 2.913 2.206 -6.831
C -4.107 1.906 2.979
C -0.266 -3.072 3.464
C 4.871 -0.012 -4.531
C 3.900 -0.165 -3.542
C -0.089 -1.740 1.481
C 3.284 -2.481 1.518
C -5.533 2.349 2.628
H -0.923 3.735 -6.636
H -0.379 -3.150 4.537
H 2.534 -2.744 2.269
N 0.209 1.488 -3.716
C 2.184 0.359 0.937
C -0.248 -1.827 2.856
C 2.993 -0.026 2.032
H -1.662 1.743 -2.908
C 1.196 2.125 2.327
C 2.400 1.152 -4.685
C 3.268 2.847 5.255
H -0.135 -5.200 3.174
H -4.716 1.109 4.907
H 4.102 -0.751 -2.652
C -0.127 -3.571 -2.801
H -0.280 -3.441 -6.589
N 0.172 -2.704 -0.695
C -0.256 -3.510 -5.511
C 1.625 2.789 -6.871
H 3.455 0.378 4.060
C -3.405 -0.216 -0.155
C -5.579 -1.486 -0.472
C 0.010 -4.147 1.324
C -0.132 -4.230 2.695
C 4.573 0.763 -5.627
C -3.983 0.365 0.963
H -5.639 -1.901 0.536
C -4.185 -0.954 -2.439
C 3.316 1.362 -5.715
H -3.225 -2.850 0.306
C 2.848 0.677 3.218
O 2.264 -0.286 -0.232
C -1.012 2.005 -3.737
C 0.432 -2.562 -4.770
C -2.099 0.196 -0.514
H -2.367 2.820 3.928
H -6.082 -2.187 -1.140
C 1.260 1.441 5.772
H -4.963 0.018 1.262
H -4.725 -0.016 -2.593
H 4.557 -0.599 -0.133
H -3.281 3.926 2.884
H 3.753 3.502 4.528
C 1.969 1.752 3.408
H 5.607 0.070 1.124
C 0.030 -2.892 0.725
H -2.475 3.224 -4.730
C -3.397 -2.645 -0.754
C -2.172 1.847 1.311
H -3.993 -3.463 -1.167
N 2.704 0.399 -3.617
H -3.917 3.458 4.462
H -4.661 -0.105 3.624
H 4.015 -3.292 1.471
N 1.416 3.531 -7.948
H 0.257 1.143 5.455
N -0.160 -3.680 -1.373
*
```

Output
Energy relative to the best compared isomer or geometry (same formula, charge and spin)   11.5 kcal/mol
LUMO level   -3.5 eV
Frontier orbital gap   0.24389 Ha
Strongest force on any atom   0.010 Eh/bohr
Highest occupied orbital energy   -10.0897 eV
Molecular weight   1118.06 g mol⁻¹

---

Entry 3:
The following is a DFT calculation (wB97M-V/def2-TZVPD) of one molecule with the formula CH4IN3O2.

```
! wB97M-V def2-TZVPD RIJCOSX def2/J DEFGRID3
* xyz 0 1
O -0.302 1.127 -0.357
H -1.338 -3.000 -0.316
N 0.547 2.237 0.052
N -0.615 -2.311 -0.157
O 1.108 -0.441 0.432
N -0.966 -1.022 -0.534
I -2.896 -0.171 0.265
H -0.120 2.925 0.280
H 0.911 2.141 0.985
C 0.036 -0.140 -0.061
H -0.217 -2.316 0.842
*
```

Output
Energy relative to the best compared isomer or geometry (same formula, charge and spin)   7.5 kcal/mol
LUMO level (spin up / spin down)   -1.3 / -1.3 eV
Frontier orbital gap (spin up / spin down)   0.29105 / 0.29101 Ha
Strongest force on any atom   0.046 Eh/bohr
Highest occupied orbital energy (spin up / spin down)   -9.2529 / -9.2521 eV
Molecular weight   216.97 g mol⁻¹
SMILES string   NOC(=O)N(N)I

---

Entry 4:
The following is a DFT calculation (wB97M-V/def2-TZVPD) of a 7-piece molecular cluster, C29H78N8O9 overall.

```
! wB97M-V def2-TZVPD RIJCOSX def2/J DEFGRID3
* xyz 0 1
H -2.630 -6.492 1.755
N 3.696 -2.227 2.875
H 0.228 -4.061 -5.920
H -0.601 0.324 0.214
H 7.080 8.481 -0.157
H 0.481 -2.640 1.973
H 0.949 4.406 -0.805
H -0.846 -5.236 2.566
H 7.644 8.842 1.472
C -1.377 1.729 1.964
C 3.941 -0.872 3.408
H -0.553 1.199 2.449
H -1.613 -4.474 -2.910
H 2.198 1.510 -1.816
O 0.253 -5.356 -1.686
H -6.278 -3.709 -1.818
H -2.886 -2.053 3.480
C -5.818 -1.297 -2.921
C -4.807 -2.389 -2.777
H 0.818 -0.909 5.994
C -1.012 -3.164 3.223
O -6.678 -1.479 -4.029
H 3.222 -2.088 1.978
C -1.240 -4.549 -3.929
C 2.616 -0.105 3.400
C 2.756 1.627 -0.888
H 3.659 6.680 2.385
H 0.000 3.778 1.602
C 0.010 3.879 -0.614
O -0.978 2.162 0.659
H -1.700 2.635 2.487
O -2.829 -4.536 2.444
C -5.472 -3.747 -2.553
H -1.422 -1.034 3.488
H -4.845 3.005 -3.478
C 5.470 7.356 1.580
H 4.900 7.511 0.651
H 0.896 -6.310 -3.362
H 0.578 -6.097 0.278
C 4.982 -0.237 2.494
H -4.196 -1.432 -1.031
H 2.793 0.962 3.628
C 0.057 3.154 0.704
C 0.263 -4.331 -3.898
H -8.225 -0.608 -5.021
H 2.225 1.126 -0.069
H -1.501 -5.528 -4.337
H 8.545 7.673 0.600
N 4.820 4.959 1.879
H -2.196 2.944 -1.992
N -1.096 4.810 -0.592
H 4.953 2.911 0.213
H 1.996 -5.050 -2.813
H -7.035 0.558 -4.382
H -1.943 -1.700 1.977
H -0.392 -3.524 -1.090
O 6.784 6.969 1.275
H -1.057 5.410 -2.588
H 1.026 -7.119 -1.074
O 0.855 -1.670 0.219
N -0.922 -0.411 -0.397
N -0.821 -2.610 -1.034
H -1.694 4.761 0.214
H -2.504 3.922 -3.478
C 3.909 4.688 0.781
H -2.268 1.105 1.924
H 2.300 0.009 2.356
H 4.112 5.293 -0.118
C 7.526 8.034 0.734
H 3.551 2.621 1.220
N -3.816 -2.120 -1.685
C 0.934 -5.305 -2.915
C -1.438 -4.337 2.356
C -2.546 3.903 -2.380
H -1.211 -4.090 1.301
H -1.705 -3.804 -4.579
C -3.255 -5.597 1.631
H 5.927 -0.760 2.630
H -2.472 5.939 -1.661
H -4.737 -4.468 -2.177
H 4.693 -0.217 1.445
H 2.922 -2.703 3.342
C 4.689 6.320 2.391
H -4.298 -5.874 1.732
H -1.775 -0.326 -0.917
H -3.041 -5.317 0.587
H 2.388 -0.123 5.982
O 1.589 -0.712 4.129
N 0.799 -4.526 -5.230
C -4.734 3.011 -2.390
H 0.960 2.548 0.846
O -3.910 4.075 -1.980
H 0.787 -2.111 3.493
H 1.777 -4.340 -5.382
H -4.329 2.043 -2.063
C 1.012 -6.082 -0.717
C -1.893 -1.916 3.051
H 5.744 4.920 1.454
H -5.674 3.106 -1.848
C 1.801 -0.914 5.516
H -4.216 -2.453 -3.696
H -3.906 -2.964 -1.123
H 2.876 4.947 1.040
H 2.028 -5.684 -0.713
H 0.451 -3.317 -3.522
H 4.363 -0.862 4.416
H -1.682 -2.476 -1.540
C -0.240 -1.594 -0.366
H -8.173 -0.298 -3.296
H -1.183 -3.562 4.233
H 2.181 -1.926 5.678
H -5.815 -4.183 -3.491
H 5.031 6.369 3.428
N 0.382 -2.888 2.957
H -6.434 -1.192 -2.016
H -0.055 3.135 -1.418
H 3.679 1.039 -1.006
C -1.789 5.112 -1.834
C 3.910 3.224 0.373
H -5.291 -0.344 -3.065
O 3.053 2.985 -0.708
C -7.552 -0.387 -4.195
H 5.392 8.318 2.101
H 5.144 0.792 2.834
*
```

Output
Energy relative to the best compared isomer or geometry (same formula, charge and spin)   0.0 kcal/mol
LUMO level   0.6 eV
Frontier orbital gap   0.32239 Ha
Strongest force on any atom   0.035 Eh/bohr
Highest occupied orbital energy   -8.2051 eV
Molecular weight   682.99 g mol⁻¹
SMILES string   COC[C@H](C)N.COC[C@H](C)N.COC[C@H](C)N.COC[C@H](C)N.COCCNCCOC.COCCNCCOC.NC(N)=O

---

Entry 5:
The following is a DFT calculation (wB97M-V/def2-TZVPD) of one molecule with the formula C6H10BNO.

```
! wB97M-V def2-TZVPD RIJCOSX def2/J DEFGRID3
* xyz 0 1
H 0.401 -1.653 -0.380
C 0.484 -0.540 -0.493
H 3.875 -0.165 -0.078
B -2.004 0.447 0.256
H -0.764 0.913 -1.354
H 3.151 -1.701 -0.678
H -2.508 -1.413 -0.634
H -1.532 -1.598 0.853
H -3.327 -1.306 0.995
C 3.110 -0.838 -0.016
C 1.759 -0.124 -0.155
C -2.447 -1.047 0.486
H 0.156 2.787 -0.032
H -2.461 2.292 0.286
N 1.836 1.336 -0.112
C -0.506 0.610 -0.397
H 3.034 -1.163 1.060
C 0.570 1.716 -0.093
O -2.827 1.445 0.486
*
```

Output
Energy relative to the best compared isomer or geometry (same formula, charge and spin)   45.2 kcal/mol
LUMO level   0.4 eV
Frontier orbital gap   0.33294 Ha
Strongest force on any atom   0.095 Eh/bohr
Highest occupied orbital energy   -8.6816 eV
Molecular weight   122.96 g mol⁻¹
SMILES string   CB(O)[C@H]1C=NC(C)=C1

---

Entry 6:
The following is a DFT calculation (wB97M-V/def2-TZVPD) of one molecule with the formula C2H2OS2.

```
! wB97M-V def2-TZVPD RIJCOSX def2/J DEFGRID3
* xyz 0 1
C 0.334 -1.114 -0.061
H -0.131 2.452 0.483
H 0.001 -2.094 -0.350
S 0.737 1.427 -0.085
C -0.448 0.068 -0.078
S -2.070 0.151 -0.002
O 1.577 -0.891 0.092
*
```

Output
Energy relative to the best compared isomer or geometry (same formula, charge and spin)   30.6 kcal/mol
LUMO level   -2.0 eV
Frontier orbital gap   0.27077 Ha
Strongest force on any atom   0.117 Eh/bohr
Highest occupied orbital energy   -9.3349 eV
Molecular weight   106.17 g mol⁻¹
SMILES string   O=CC(=S)S

---

Entry 7:
The following is a DFT calculation (wB97M-V/def2-TZVPD) of an isolated ion of composition C12H22N3 and charge +1.

```
! wB97M-V def2-TZVPD RIJCOSX def2/J DEFGRID3
* xyz 1 1
N -0.529 1.755 -0.354
H -3.032 -1.190 0.724
H 1.284 -1.157 -1.851
C -0.984 -1.000 0.993
C -0.584 -2.058 0.007
H 4.842 0.895 0.217
H -2.488 0.236 2.610
H -3.639 1.115 1.469
H 4.842 0.175 2.029
C -2.934 -0.501 -1.596
C 0.915 -2.118 0.044
C 3.249 -0.339 0.790
N 1.692 2.047 -0.479
H -1.765 1.421 1.576
H -0.861 -1.781 -1.000
C 4.351 0.354 1.010
H -0.380 -0.033 0.883
C 0.502 2.150 -0.973
C -1.792 1.569 -1.019
C 1.621 -1.110 -0.860
H 0.494 2.519 -1.956
H 1.145 -1.874 1.096
H -3.518 -1.493 -1.440
C -2.353 -0.350 0.688
C 2.698 -0.425 -0.563
H -1.729 1.759 -2.111
H -1.002 -2.925 0.550
H -0.853 -1.344 1.965
H -2.514 2.251 -0.525
H 1.846 1.672 0.460
N -2.375 0.244 -0.690
C -2.655 0.766 1.695
H 1.094 -3.134 -0.402
H 2.777 -0.727 1.587
H 3.219 0.202 -1.221
H 2.534 2.465 -0.850
H -3.121 -0.037 -2.505
*
```

Output
Energy relative to the best compared isomer or geometry (same formula, charge and spin)   78.1 kcal/mol
LUMO level   -4.3 eV
Frontier orbital gap   0.26500 Ha
Strongest force on any atom   0.102 Eh/bohr
Highest occupied orbital energy   -11.5213 eV
Molecular weight   208.33 g mol⁻¹
SMILES string   C=C/C=C\CCC[C@@H](C)[N+](=C)C/N=C/N

---

Entry 8:
The following is a DFT calculation (wB97M-V/def2-TZVPD) of C4H9NO as an isolated structure.

```
! wB97M-V def2-TZVPD RIJCOSX def2/J DEFGRID3
* xyz 0 1
H 3.113 -1.470 -0.174
H 1.919 -0.533 0.340
C -0.896 -0.890 -0.908
C 0.462 0.169 1.030
C -1.851 -0.688 0.097
H -0.240 2.219 -0.080
N -0.441 1.472 -0.726
H -2.648 0.059 0.181
H 0.096 -0.551 1.759
H -1.009 -0.733 -1.977
C -0.175 0.166 -0.203
H 0.059 1.657 -1.589
H -1.876 -1.443 0.883
H 0.686 1.129 1.472
O 2.801 -0.563 -0.104
*
```

Output
Energy relative to the best compared isomer or geometry (same formula, charge and spin)   151.4 kcal/mol
LUMO level   -0.8 eV
Frontier orbital gap   0.24433 Ha
Strongest force on any atom   0.044 Eh/bohr
Highest occupied orbital energy   -7.4453 eV
Molecular weight   87.12 g mol⁻¹

---

Entry 9:
The following is a DFT calculation (wB97M-V/def2-TZVPD) of an isolated ion of composition C3H6N and charge +1.

```
! wB97M-V def2-TZVPD RIJCOSX def2/J DEFGRID3
* xyz 1 1
H 0.004 1.717 -0.950
C 0.162 0.699 -1.278
H -0.992 -1.415 0.891
C 1.199 -0.100 -0.506
H -1.574 0.159 1.117
N 0.081 -0.038 0.054
H 2.275 -0.473 -0.375
C -0.714 -0.451 1.134
H -0.208 -0.424 2.133
H -0.234 0.326 -2.221
*
```

Output
Energy relative to the best compared isomer or geometry (same formula, charge and spin)   44.6 kcal/mol
LUMO level   -5.2 eV
Frontier orbital gap   0.43654 Ha
Strongest force on any atom   0.059 Eh/bohr
Highest occupied orbital energy   -17.0729 eV
Molecular weight   56.09 g mol⁻¹
SMILES string   C[N+]1=CC1

---

For each record above, in turn, the calculated total energy values are -3235.84430 -5524.30931 -652.82992 -2266.78032 -389.45484 -948.95619 -634.32912 -287.59113 -172.28760 Eh.